[1]
21
Properties=species:S:1:pos:R:3:forces:R:3 method="wB97M-V/def2-TZVPD" multiplicity=1 gap_ha=0.40730 total_energy_ha=-460.7398 de_lowest_kj_mol=172.6 homo_ev=-10.554 total_charge=0 lumo_energy_ha=0.0194
C 3.6700 0.5424 1.4976 -0.4 -0.7 0.5
O 2.5122 1.3251 1.7603 0.2 0.4 -0.3
H 4.5782 1.1449 1.5141 0.0 -0.1 -0.3
H 3.7013 -0.2013 2.2939 0.5 -0.2 0.0
H 3.5480 -0.0121 0.5672 0.0 0.4 -0.1
H 2.8107 1.9288 2.4444 -0.5 0.2 0.1
C 0.4519 -3.6167 0.3252 0.9 -0.5 0.6
O -0.5999 -3.2990 -0.4999 -1.3 0.7 -1.1
H 1.3957 -3.3802 -0.1662 0.3 -0.1 0.2
H 0.3816 -3.0402 1.2476 -0.1 -0.1 0.0
H 0.4034 -4.6831 0.5456 0.4 -0.1 0.4
H -0.4287 -3.7319 -1.3395 -0.3 0.1 -0.1
O -0.8155 0.7995 -0.3792 -0.2 0.3 -0.2
H -0.0579 0.9419 0.1883 0.3 0.1 0.2
H -0.9244 -0.1513 -0.4001 -0.1 -0.3 -0.1
O -1.9663 3.2971 -3.0255 -0.2 0.0 -0.2
H -1.6143 2.8241 -2.2715 0.2 -0.3 0.3
H -1.8758 4.2212 -2.7927 0.0 0.2 0.0
O -5.2025 1.3394 -0.5621 -0.1 -0.2 0.0
H -5.6372 2.0901 -0.1574 -0.1 0.2 0.1
H -4.3304 1.6613 -0.7903 0.3 0.0 -0.1

***

[2]
21
Properties=species:S:1:pos:R:3:forces:R:3 method="wB97M-V/def2-TZVPD" multiplicity=1 gap_ha=0.39309 total_energy_ha=-460.7925 de_lowest_kj_mol=34.3 homo_ev=-10.068 total_charge=0 lumo_energy_ha=0.0231
C 0.4135 2.6839 -1.9022 -0.1 -0.2 -0.3
C 0.0325 1.5218 -1.0016 0.0 0.1 0.3
O 0.0796 0.2786 -1.7095 0.5 0.3 0.3
H 1.4870 2.8414 -1.9232 0.2 0.0 0.0
H -0.0647 3.6183 -1.6215 -0.1 0.1 0.1
H 0.1149 2.4307 -2.9190 -0.1 0.1 0.0
H 0.7061 1.4745 -0.1474 0.1 -0.1 0.1
H -0.9517 1.6479 -0.5486 -0.2 -0.1 -0.4
H 0.9462 -0.0830 -1.4717 -0.4 -0.4 -0.1
O -0.9712 -0.4096 1.8437 -0.3 -0.3 0.2
H -1.5027 -0.9877 1.2670 0.1 0.2 -0.1
H -1.6230 0.2086 2.1863 0.1 0.1 0.0
O 1.2060 -1.6584 -0.0030 0.1 -0.1 0.0
H 0.9236 -1.6928 0.9228 0.2 0.1 0.0
H 1.9700 -2.2431 -0.0239 0.0 0.0 0.0
O 1.0261 -2.0233 2.9587 -0.2 0.2 0.7
H 0.2253 -1.4800 3.0647 0.1 0.0 -0.5
H 1.4005 -2.0132 3.8493 0.2 -0.2 -0.3
O -1.9792 -1.3789 -0.5798 0.0 -0.3 -0.1
H -1.0364 -1.2969 -0.7971 0.0 0.3 -0.1
H -2.4025 -1.4390 -1.4440 0.0 0.0 0.2

***

[3]
21
Properties=species:S:1:pos:R:3:forces:R:3 method="wB97M-V/def2-TZVPD" multiplicity=1 gap_ha=0.36794 total_energy_ha=-460.7286 de_lowest_kj_mol=202.1 homo_ev=-10.000 total_charge=0 lumo_energy_ha=0.0004
C -3.4807 -3.4017 -2.7874 0.1 0.7 0.1
C -2.1537 -3.3173 -2.7147 -0.6 0.6 -0.9
H -4.0780 -4.1003 -3.3509 0.2 -0.8 0.5
H -4.0433 -2.5865 -2.3351 0.0 0.0 -0.4
H -1.4509 -4.0499 -3.0727 0.0 -0.2 -0.2
H -1.7843 -2.3073 -2.5551 0.4 -0.4 0.9
O 1.2330 2.9224 -1.3656 0.0 -0.6 0.5
H 1.7026 2.1179 -1.5888 0.6 0.0 -0.7
H 0.6681 2.5253 -0.6869 -0.8 0.6 0.2
O -0.6450 1.5235 0.7207 1.1 -0.1 -0.1
H -0.5432 0.7000 0.2441 -0.7 -0.5 -0.6
H 0.0974 1.3512 1.3205 -0.4 0.5 0.8
O 0.4420 -1.2837 1.2572 2.6 -0.8 -0.2
H 1.0966 -1.3852 1.9734 -1.2 0.7 1.2
H 1.1514 -1.6662 0.6910 -1.3 0.2 -1.1
O 0.9582 1.4533 3.4410 0.0 -0.3 -0.4
H 1.8578 1.6253 3.1441 0.2 0.2 0.1
H 0.9161 1.7309 4.3559 0.0 0.1 0.2
O 3.0456 2.6338 1.2789 -0.4 0.0 0.3
H 2.4844 2.0638 0.7447 0.1 -0.1 -0.2
H 2.5257 3.4508 1.2858 0.3 0.0 0.0

***

[4]
21
Properties=species:S:1:pos:R:3:forces:R:3 method="wB97M-V/def2-TZVPD" multiplicity=1 gap_ha=0.41423 total_energy_ha=-460.7570 de_lowest_kj_mol=127.5 homo_ev=-10.970 total_charge=0 lumo_energy_ha=0.0111
C 0.3601 -1.6891 0.7917 -2.0 -0.9 -0.3
C -0.6004 -0.7043 1.4433 2.0 0.6 0.6
O 0.1614 0.4832 1.8012 -0.2 0.3 0.2
H 0.9618 -2.2126 1.5299 0.7 0.5 -0.2
H -0.2942 -2.5002 0.4452 0.1 -0.2 0.2
H 0.7984 -1.3279 -0.1303 0.4 0.1 0.5
H -0.9546 -1.1683 2.3605 -0.7 0.1 -0.1
H -1.3630 -0.3154 0.7829 -0.4 -0.4 -0.1
H 0.4595 0.4687 2.7168 -0.1 -0.4 -0.1
O -1.8391 2.2092 -1.1440 0.1 -0.1 0.1
H -2.3177 2.5297 -0.3722 0.1 0.0 -0.1
H -0.9078 2.2792 -0.9011 0.0 0.1 0.0
O 2.1165 -1.0915 -1.8996 0.2 0.0 0.0
H 3.0015 -1.2167 -2.2648 -0.2 0.0 0.0
H 2.2620 -0.7901 -0.9954 0.2 0.1 -0.2
O -1.3758 -2.5695 -1.9057 0.4 0.3 -0.1
H -0.8180 -2.6194 -1.1179 -0.2 -0.1 -0.3
H -0.8594 -1.9838 -2.4814 -0.3 -0.2 0.1
O 0.8703 3.1869 1.0874 -0.1 0.1 0.2
H 0.3463 2.5563 1.6046 0.2 -0.1 -0.3
H 1.6956 3.2823 1.5749 -0.1 0.0 -0.1